No. 1
Entry from the Open Molecules 2025 dataset: an isolated molecule of C25H33N3O4 (the ωB97M-V functional and the def2-TZVPD basis).

Computed properties:
HOMO level (eV): -8.24
SMILES string: CCCCOc1ccc(C(=O)N2CCN(CC(=O)Nc3ccc(C)cc3)CC2)cc1OC
Spin multiplicity: 1
LUMO level (hartree): 0.0197
Relative energy (zero: lowest compared OMol25 entry of this formula, charge and spin) (kcal/mol): 36.43

XYZ file:
```
65
Properties=species:S:1:pos:R:3:forces:R:3
C -7.936477 -2.368471 2.697196 0.23 0.09 0.01
C -6.492637 -2.090441 2.297460 -0.05 -0.16 -0.09
C -6.179900 -2.501719 0.857572 0.00 0.47 0.03
C -6.796274 -1.545451 -0.168304 -0.01 -0.61 -0.02
O -6.357530 -0.213860 -0.004831 0.21 0.37 0.02
C -5.087337 0.126738 -0.342456 -0.01 0.19 0.09
C -4.197546 -0.655633 -1.059774 -0.28 -0.05 0.05
C -2.921353 -0.195384 -1.351800 0.15 0.29 0.05
C -2.517313 1.057670 -0.926760 -0.31 -0.15 -0.19
C -1.175094 1.619694 -1.264707 -0.07 0.05 0.04
O -1.057061 2.637248 -1.923335 -0.13 0.23 -0.09
N -0.096233 0.950880 -0.786299 0.28 -0.12 0.02
C -0.102161 -0.204830 0.072992 -0.11 -0.46 0.10
C 0.642631 -1.356953 -0.606622 -0.14 0.12 0.33
N 2.001072 -0.930754 -0.894501 -0.12 -0.20 -0.11
C 2.853906 -1.993702 -1.392099 0.03 -0.02 -0.08
C 4.336550 -1.679875 -1.158721 -0.41 0.02 0.04
O 5.210415 -2.142723 -1.856986 0.20 -0.15 -0.18
N 4.506805 -0.878789 -0.080729 -0.24 0.18 0.30
C 5.681275 -0.382029 0.489379 0.37 0.04 0.06
C 6.948040 -0.712400 0.018780 -0.04 -0.12 -0.17
C 8.067325 -0.193988 0.641149 -0.10 0.14 0.19
C 7.961954 0.656266 1.735420 0.03 -0.04 0.01
C 9.187160 1.221755 2.386984 0.00 0.06 -0.07
C 6.692150 0.982117 2.194883 0.05 -0.06 -0.07
C 5.564164 0.472073 1.583030 -0.04 -0.07 -0.12
C 1.984676 0.212687 -1.797654 -0.01 0.29 0.15
C 1.240821 1.372975 -1.140631 0.17 0.15 -0.42
C -3.414968 1.870232 -0.235936 -0.04 0.01 0.06
C -4.686647 1.421597 0.067152 -0.15 -0.12 0.07
O -5.622574 2.131457 0.752348 0.04 -0.41 -0.20
C -5.319885 3.456300 1.114381 0.08 0.24 0.07
H -8.627483 -1.779388 2.100431 -0.16 0.04 -0.04
H -8.174458 -3.422112 2.563981 -0.08 -0.11 0.00
H -8.091526 -2.112057 3.742478 -0.11 0.01 0.08
H -6.282041 -1.025206 2.409859 0.10 -0.01 0.08
H -5.826848 -2.637268 2.969196 0.03 0.08 0.01
H -6.558416 -3.507236 0.663894 0.03 -0.07 -0.06
H -5.096246 -2.514255 0.721929 -0.01 -0.10 -0.07
H -6.603652 -1.901327 -1.188572 -0.07 0.09 0.07
H -7.877970 -1.489640 -0.027727 0.09 -0.03 -0.10
H -4.487557 -1.633167 -1.410934 -0.08 -0.08 0.01
H -2.254784 -0.818164 -1.929278 0.10 -0.07 -0.04
H -1.124664 -0.494457 0.311937 0.16 0.03 0.03
H 0.422656 0.048787 1.003680 -0.06 -0.07 -0.03
H 0.677411 -2.215723 0.067719 -0.01 0.00 -0.04
H 0.103800 -1.652326 -1.523005 0.01 -0.01 0.03
H 2.637582 -2.913129 -0.839060 0.00 0.03 -0.05
H 2.707790 -2.205401 -2.461909 0.09 0.02 0.10
H 3.636282 -0.570173 0.341933 0.09 -0.10 -0.17
H 7.045156 -1.371833 -0.827224 -0.01 -0.03 -0.03
H 9.046215 -0.458790 0.268490 0.11 -0.04 -0.04
H 9.539674 2.090695 1.830166 0.09 0.06 0.03
H 8.976073 1.536010 3.406353 0.05 0.03 0.08
H 9.989721 0.487580 2.402695 0.09 -0.01 0.05
H 6.583515 1.642035 3.043801 -0.01 0.05 0.09
H 4.582425 0.732611 1.954600 -0.11 0.02 0.04
H 3.014143 0.507225 -2.010626 -0.02 0.02 -0.03
H 1.492149 -0.042186 -2.751251 0.05 0.00 0.04
H 1.155924 2.218605 -1.824457 0.06 -0.09 0.12
H 1.774231 1.689134 -0.236290 0.00 0.00 -0.05
H -3.087680 2.855096 0.055347 -0.04 0.13 0.04
H -5.086613 4.069618 0.238440 0.00 -0.03 0.03
H -4.483867 3.500665 1.820707 -0.03 0.00 -0.04
H -6.217699 3.840460 1.595936 0.09 0.02 -0.02
```
Forces are in eV/Å.

These are the Mulliken partial charges, in e, on atoms 1 to 6:
1. C -1.2333
2. C -0.3124
3. C -0.4744
4. C -0.7956
5. O -0.5322
6. C 0.9287


No. 2
Entry from the Open Molecules 2025 dataset: an isolated molecule of C25H33N3O6S (the ωB97M-V functional and the def2-TZVPD basis).

Computed properties:
HOMO level (eV): -7.40
SMILES string: CCN(c1ccc(NC(=O)COC(=O)c2ccc(C)c(S(=O)(=O)N3CCOCC3)c2)cc1)C(C)C
Spin multiplicity: 1
LUMO level (hartree): 0.0039
Relative energy (zero: lowest compared OMol25 entry of this formula, charge and spin) (kcal/mol): 15.52

XYZ file:
```
68
Properties=species:S:1:pos:R:3:forces:R:3
C -2.130684 -3.469677 1.353622 0.08 0.13 -0.22
C -1.686870 -2.531589 0.227797 0.05 -0.24 0.23
N -2.043054 -1.146028 0.465747 0.11 0.02 -0.40
C -1.472049 -0.474829 1.517379 0.05 0.20 0.33
C -2.004203 0.717405 2.037497 -0.20 -0.11 -0.14
C -1.412841 1.374576 3.095924 0.33 -0.10 0.16
C -0.265176 0.876686 3.698059 -0.18 -0.24 -0.20
N 0.294982 1.551844 4.805650 -0.65 -0.03 0.29
C 1.552213 1.984261 5.034001 0.25 0.04 -0.17
O 1.862036 2.492419 6.091747 0.25 0.07 0.04
C 2.615571 1.821023 3.942989 0.23 0.33 0.37
O 2.144880 1.674667 2.613335 0.18 -0.10 -0.18
C 1.338099 2.639505 2.153384 -0.06 0.37 -0.12
O 1.089781 3.652964 2.757081 0.12 -0.13 0.00
C 0.799044 2.316229 0.808953 -0.09 -0.06 -0.27
C 0.002631 3.256562 0.160304 0.21 -0.13 0.21
C -0.493974 2.998173 -1.101438 0.03 -0.16 -0.04
C -0.217730 1.798756 -1.756138 -0.12 0.11 -0.05
C -0.681624 1.564980 -3.153267 -0.18 0.07 -0.15
C 0.540575 0.853839 -1.072334 0.22 -0.52 -0.11
S 0.956531 -0.722388 -1.812595 0.11 0.49 -0.36
O 1.614808 -1.529114 -0.821832 0.15 0.20 0.18
O -0.176324 -1.308948 -2.474056 0.11 0.05 -0.13
N 2.004973 -0.200266 -3.020177 -0.79 -0.21 0.69
C 3.325187 0.162203 -2.538314 0.55 -0.09 0.23
C 4.227325 -1.070170 -2.409967 -0.02 0.22 0.22
O 4.277021 -1.788611 -3.624012 0.12 0.03 -0.15
C 2.990372 -2.216130 -4.013750 -0.24 0.08 -0.17
C 2.058628 -1.019764 -4.218081 -0.04 -0.57 -0.24
C 1.052448 1.099363 0.184987 0.12 0.12 0.29
C 0.274911 -0.305973 3.206560 -0.31 0.13 0.13
C -0.304447 -0.956218 2.139338 0.01 -0.07 -0.02
C -3.198155 -0.583703 -0.218588 -0.34 0.05 -0.03
C -4.509693 -0.899764 0.513424 0.26 0.25 -0.06
C -3.298621 -1.021128 -1.682046 0.14 0.13 0.20
H -1.713369 -3.158592 2.307577 0.02 -0.03 0.11
H -3.214040 -3.475439 1.443902 -0.10 -0.02 0.02
H -1.796106 -4.481619 1.140090 0.03 -0.15 0.03
H -2.153185 -2.847841 -0.701263 0.10 0.04 -0.03
H -0.606821 -2.606139 0.072056 -0.09 -0.08 -0.05
H -2.900556 1.152950 1.629466 -0.11 -0.02 -0.07
H -1.850483 2.290296 3.466284 -0.02 0.13 0.01
H -0.361175 1.851019 5.517763 0.22 -0.05 -0.01
H 3.210834 0.927598 4.146110 -0.09 0.11 -0.01
H 3.260100 2.704230 4.021425 -0.15 -0.19 0.04
H -0.204198 4.189799 0.662058 -0.02 0.08 0.04
H -1.097578 3.741391 -1.601275 -0.06 0.05 -0.07
H -1.057323 0.553090 -3.267207 -0.11 0.07 -0.13
H -1.452077 2.279567 -3.430920 -0.03 0.05 -0.03
H 0.161829 1.675039 -3.834608 0.03 0.01 -0.10
H 3.207502 0.652310 -1.571467 0.21 0.13 0.00
H 3.757172 0.869201 -3.254410 -0.05 -0.01 0.10
H 5.254484 -0.776468 -2.188135 -0.08 0.02 0.06
H 3.840526 -1.712006 -1.606807 0.14 0.07 -0.09
H 3.122523 -2.773124 -4.942648 -0.10 -0.01 0.07
H 2.561388 -2.874209 -3.243171 0.05 -0.03 -0.09
H 1.043075 -1.352380 -4.428672 0.08 -0.02 -0.22
H 2.424861 -0.392548 -5.037105 -0.05 -0.02 0.07
H 1.643658 0.338755 0.666852 0.07 0.00 0.09
H 1.160924 -0.720115 3.663648 0.10 -0.05 0.05
H 0.175878 -1.848319 1.777122 0.02 -0.15 -0.06
H -3.044648 0.501206 -0.229174 -0.03 -0.11 0.00
H -4.439842 -0.633035 1.564935 -0.05 0.02 0.12
H -5.330544 -0.345439 0.064713 -0.16 0.04 -0.03
H -4.734537 -1.961017 0.442097 -0.02 -0.13 -0.02
H -3.895374 -0.294389 -2.228355 -0.11 0.05 -0.05
H -3.787354 -1.987907 -1.779537 -0.04 -0.12 -0.04
H -2.312113 -1.077021 -2.132532 -0.04 0.01 -0.08
```
Forces are in eV/Å.

These are the Mulliken partial charges, in e, on atoms 1 to 6:
1. C -1.4866
2. C -0.6121
3. N 1.0020
4. C 1.2828
5. C -1.1035
6. C -1.2194


No. 3
Entry from the Open Molecules 2025 dataset: C25H33O7Os as an isolated structure (the ωB97M-V functional and the def2-TZVPD basis).

Computed properties:
HOMO level (alpha / beta) (eV): -1.13 / -3.85
Expectation value of S²: 6.02
Spin multiplicity: 5
LUMO level (alpha / beta) (hartree): 0.0880 / 0.0876
Total charge: -1

XYZ file:
```
66
Properties=species:S:1:pos:R:3:forces:R:3
C -2.458219 -4.219418 -5.329194 -0.85 0.36 -1.00
C -2.123106 -2.765022 -4.866952 -1.04 -0.31 -0.10
C -1.498723 -5.127310 -4.557086 -0.01 -0.42 0.18
C -0.366025 -4.217156 -3.951473 -0.17 -0.33 -1.09
H -1.125560 -5.880799 -5.268233 0.05 0.20 0.42
H -2.040102 -5.663439 -3.758474 0.24 0.23 -0.33
C -0.653687 -2.798219 -4.544363 0.34 0.08 0.40
H -2.702335 -2.521980 -3.960362 0.04 -0.15 -0.34
H -2.398798 -2.078927 -5.684169 0.17 0.02 0.56
C -0.087290 -1.641207 -3.684498 1.16 -0.80 1.45
H -0.128711 -2.780208 -5.495375 0.24 0.21 -0.34
H 0.585561 -4.568627 -4.390963 -0.23 0.20 0.24
C -0.253490 -4.271104 -2.481350 0.90 0.10 -2.15
C -3.949214 -4.563989 -5.129757 1.29 0.34 -0.02
C -2.349470 -4.433376 -6.862232 0.51 1.25 1.24
O -2.008211 -5.436923 -7.390058 0.67 -1.31 -0.68
O -4.572015 -4.242232 -4.168603 -0.73 0.09 0.77
O -4.481080 -5.239916 -6.170543 -0.44 0.02 0.42
O -2.750081 -3.355663 -7.553768 -0.17 0.24 -0.08
C -2.825378 -3.582867 -8.954317 0.36 -0.74 -0.33
H -3.222565 -2.680440 -9.390815 -0.12 0.22 -0.10
H -3.478882 -4.452835 -9.157526 0.30 0.47 0.02
H -1.817085 -3.801352 -9.360266 -0.57 0.12 0.16
C -5.877478 -5.480483 -6.006102 -0.52 -0.51 -0.94
H -6.076472 -6.019401 -5.081744 0.01 0.05 0.00
H -6.186067 -6.097558 -6.881406 0.27 0.46 0.67
H -6.435187 -4.537452 -6.011737 0.13 -0.17 0.09
O -0.124303 -1.848673 -2.270105 -0.67 -2.73 -4.23
H -0.550969 -0.671949 -3.933977 0.00 -0.07 -0.30
H 1.009076 -1.613217 -3.945455 -0.77 0.23 -0.30
C 1.077103 -4.452771 -1.958858 1.58 -0.32 1.64
C -1.407440 -4.465712 -1.702567 -2.46 -0.71 2.67
H -1.621638 -5.577957 -1.582923 -0.08 0.65 0.01
H -2.355045 -4.012437 -2.106284 0.87 -0.36 0.28
H -1.259725 -4.094421 -0.643861 -0.13 -0.32 -1.08
H 1.199219 -3.985141 -0.941296 -0.11 -0.48 -0.99
H 1.856806 -4.021757 -2.617871 -0.36 -0.23 0.26
H 1.289192 -5.556475 -1.851779 0.15 0.51 -0.04
Os 0.007706 -0.577294 -0.768843 -0.43 -1.47 2.91
C 1.915341 0.346654 0.067785 -0.12 1.22 -0.63
C 2.168523 -0.355420 -1.155632 0.62 1.15 -0.78
C 1.398289 0.264625 -2.187958 2.18 1.88 -0.97
H 2.859886 -1.168721 -1.261611 -0.04 -0.26 -0.11
C 0.591816 1.299822 -1.584633 1.18 -0.08 -0.86
C 0.926718 1.335123 -0.199158 2.82 2.02 0.46
H 0.591176 2.055057 0.537059 -0.11 -0.18 -0.17
H 2.432135 0.262834 1.004413 -0.25 -0.49 0.15
H 1.390728 0.031573 -3.238083 0.16 0.07 0.21
H -0.071050 1.983292 -2.103913 0.10 -0.24 0.02
C -1.573776 -1.232375 0.968509 -0.48 -0.05 -0.75
C -1.129603 0.116489 0.981768 -1.97 1.10 1.23
C -1.571794 0.728341 -0.241172 -1.94 0.51 1.44
H -0.699092 0.637279 1.839760 -0.16 -0.36 -0.41
C -2.083510 -0.288636 -1.105222 -0.70 -0.49 0.59
C -2.119749 -1.505013 -0.307745 -1.55 0.42 0.43
H -2.528794 -2.445055 -0.627129 0.20 0.00 -0.11
H -1.534454 -1.897443 1.823465 0.38 -0.08 -0.38
H -1.647371 1.793488 -0.431151 0.44 -0.24 -0.06
H -2.400302 -0.132062 -2.133237 -0.18 -0.19 0.35
C 2.212083 -3.337030 2.318897 0.38 -0.64 0.15
C 1.395724 -2.275922 1.652035 -1.30 1.49 -1.21
O 1.172753 -1.236547 2.316337 0.20 -0.95 -0.20
O 0.979640 -2.487620 0.430545 0.76 -0.12 1.81
H 1.756370 -3.576600 3.284189 0.05 -0.03 -0.12
H 3.211823 -2.937912 2.529932 -0.15 -0.09 -0.08
H 2.287528 -4.231188 1.700592 0.07 -0.03 0.07
```
Forces are in eV/Å.

These are the Mulliken partial charges, in e, on atoms 1 to 6:
1. C 3.2742
2. C -1.6157
3. C -1.8772
4. C 0.0826
5. H 0.2999
6. H 0.3171